(1)
16
Properties=species:S:1:pos:R:3:forces:R:3 method="wB97M-V/def2-TZVPD" energy_ev=-20931.1300 homo_lumo_gap_ev=7.37 e_homo_ev=-8.4 total_charge=0 e_lumo_ev=-1.1 de_lowest_kj_mol=66.6
H -0.47885 0.63508 -2.65665 0.229 -0.090 0.101
O -1.40229 -0.85959 1.07361 -0.628 -0.607 -0.644
O 0.12347 1.21013 -0.80019 1.370 -2.479 3.594
O 0.95004 1.45120 2.04405 0.369 1.608 -2.009
H 1.19113 0.14062 -2.21616 -0.231 0.131 0.016
H -1.45517 -1.08117 -1.31713 0.352 -0.045 0.211
O 0.25056 3.58664 1.53257 1.039 -0.429 -1.539
C -0.36267 -1.11215 -1.43284 -0.670 -0.299 0.012
C -0.39670 -1.59948 0.93345 0.108 3.407 2.356
O 0.26677 -1.99864 1.91894 0.480 -1.070 0.271
H 0.44366 0.60674 0.06243 -1.393 2.267 -3.290
H -0.10228 -1.84245 -2.20844 -0.114 0.192 0.017
C 0.15753 0.25660 -1.84522 0.312 -0.120 -0.329
Na -0.16106 -0.32326 3.59412 -0.083 -0.663 -1.230
C 0.70572 2.51949 1.55943 -1.533 -1.144 3.677
O 0.27013 -1.58977 -0.24196 0.393 -0.658 -1.214

***

(2)
83
Properties=species:S:1:pos:R:3:forces:R:3 method="wB97M-V/def2-TZVPD" energy_ev=-53030.5298 homo_lumo_gap_ev="1.74 / 5.50" e_homo_ev="2.3 / -2.7" spin_multiplicity=5 total_charge=-2 e_lumo_ev="4.0 / 2.8"
C 4.40686 1.87523 1.81732 0.430 0.180 0.277
H -2.75104 -4.34739 -1.03888 0.015 -0.040 0.035
H 5.15128 1.87721 1.01320 -0.096 -0.003 0.084
H 4.00749 -0.41885 0.22657 -0.141 0.025 0.178
N 2.59542 1.78001 0.17597 -0.305 0.474 -0.185
Pt 0.21098 -0.14789 -0.15078 -0.328 0.538 0.325
H -0.66156 3.89746 -1.61436 -0.019 -0.206 -0.135
C 0.34600 -1.57032 2.71624 0.309 0.803 0.177
C -3.27170 1.56484 2.22500 -0.049 1.596 0.501
H -1.23659 -3.70403 3.38826 0.163 -0.070 -0.066
C -0.85158 2.97095 -2.17253 -0.437 0.101 0.001
H -0.60660 4.17030 0.64210 -0.024 -0.145 0.220
H 2.45633 -3.13936 2.34777 -0.084 -0.079 -0.131
N -0.58894 -2.93887 0.91236 -0.156 -0.109 -0.376
H -3.39069 -0.42000 -1.21218 0.103 -0.026 -0.264
H 0.57149 -0.76588 1.98993 -0.138 -0.566 0.310
H 4.02833 -0.68828 1.99452 -0.078 0.104 -0.135
H 4.21883 2.90280 2.15158 0.091 -0.147 -0.141
C 2.12190 1.33594 2.55093 -0.359 0.079 0.400
H 2.52913 -0.90503 1.07474 0.369 0.360 -0.138
C -2.02574 -3.75503 -0.51854 -0.231 -0.389 -0.163
H 4.84512 1.34316 2.66987 -0.118 0.058 -0.139
C -2.54174 -0.45383 -1.90858 -0.034 0.873 0.026
H 1.69460 -4.50589 1.51254 0.014 0.196 -0.100
H -0.09560 -4.95707 2.79682 -0.089 0.133 0.087
H 1.16267 0.67992 -3.81977 -0.135 0.053 0.057
C 1.69727 -3.41088 1.60227 0.420 -0.044 0.015
C 2.29324 3.33854 -1.33118 0.665 0.161 -0.306
H 2.14101 2.36455 2.93419 0.027 -0.165 -0.074
H 0.61183 2.88955 0.71091 -0.219 0.182 0.148
C 3.12613 1.16475 1.41893 -0.230 -0.036 -0.194
H 0.95229 4.35527 -3.43728 0.111 -0.167 -0.121
C -1.38321 -4.02259 0.62380 -0.089 -0.410 0.134
C 0.25055 1.01633 -3.31237 -0.225 -0.738 -0.074
H 1.12763 -1.54208 3.48883 -0.244 -0.066 -0.061
N -1.36008 1.01654 1.09947 -0.715 0.601 0.781
C -0.23408 3.32455 1.23860 0.738 0.036 -0.367
H 2.38459 0.65735 3.37417 -0.060 0.171 -0.134
H 0.41298 -3.80207 4.02463 -0.074 -0.013 -0.144
H -0.57892 1.06267 -4.03334 0.224 0.085 0.074
C -0.71710 -1.99183 -0.05782 -0.485 0.296 0.356
H -2.83386 0.01716 -2.85909 -0.057 -0.125 0.231
Cl 1.74235 -1.44244 -1.43713 2.129 -1.654 -1.651
H 0.37613 3.20580 -4.64152 0.092 0.012 0.141
H -1.48221 3.22599 -3.03645 0.052 -0.078 0.199
C 0.32648 -2.93748 2.07974 -0.119 -0.046 -0.325
C -1.30245 2.34453 1.47142 -0.525 -1.527 -0.264
N 1.43793 2.28906 -1.57796 -0.214 0.341 0.480
H -0.62360 -1.33537 3.17541 0.170 -0.073 -0.050
H 2.34071 4.21806 -1.94201 0.115 -0.028 0.003
H 0.14058 3.73603 2.18858 -0.223 -0.089 -0.163
C -0.19405 -3.91462 3.11854 -0.093 -0.273 0.453
H -1.73693 0.16430 -1.46746 -0.311 -0.504 -0.200
H -3.24935 -1.27287 2.47813 -0.039 0.230 -0.140
C 0.45118 2.37259 -2.68510 0.072 -0.018 0.303
H -4.15533 -2.65787 -1.87130 0.116 -0.030 -0.111
H -2.71100 3.68437 2.53407 -0.019 -0.021 0.048
H -2.50482 -1.49585 0.89265 -0.334 0.232 0.274
H -1.45378 -4.88280 1.25895 -0.041 -0.030 -0.068
H -1.35799 -1.41265 -4.13132 0.045 -0.131 0.113
H 3.84678 3.54095 0.18186 0.100 0.117 0.019
H 2.03260 3.04697 -4.03284 -0.176 0.061 0.111
H 1.09290 1.11697 2.23696 0.380 -0.029 0.023
H -3.77206 -2.11310 -3.51365 0.053 -0.090 0.143
H -4.12096 -0.79088 1.01006 0.141 0.078 0.230
C 3.04645 3.00211 -0.27443 -0.030 0.180 -0.075
H 0.00549 0.24680 -2.56654 0.172 0.476 -0.285
H 1.97356 -2.97828 0.63275 -0.099 0.006 0.232
C 1.51573 1.38106 -0.56456 0.034 -0.032 0.112
H -0.08276 -1.77699 -2.92574 -0.242 0.000 -0.065
N -1.62146 -2.50964 -0.93753 0.259 -0.283 0.340
C -1.08719 -2.04049 -3.27174 0.381 0.085 -0.356
H -1.05377 -3.08494 -3.60899 -0.009 0.138 0.082
H -3.13404 -3.65841 -2.95774 -0.114 0.141 0.078
H -1.40971 2.27563 -1.53660 0.190 0.110 -0.002
C -3.12565 -0.82350 1.48009 0.229 -0.801 -0.372
C -2.13599 -1.88718 -2.17978 0.196 -0.161 0.101
C -2.55977 0.52805 1.57364 1.176 0.938 -0.411
C -3.37096 -2.63741 -2.63794 -0.549 -0.107 -0.208
H -4.24950 1.44717 2.66665 0.023 0.059 0.023
C 1.00463 3.30465 -3.74836 0.028 0.394 -0.482
C 3.43755 -0.29352 1.15470 -0.001 -0.724 0.190
C -2.49065 2.69730 2.15768 -1.474 -0.433 0.564

***

(3)
17
Properties=species:S:1:pos:R:3:forces:R:3 method="wB97M-V/def2-TZVPD" energy_ev=-9794.4620 homo_lumo_gap_ev=7.63 e_homo_ev=-7.6 total_charge=0 e_lumo_ev=0.0 de_lowest_kj_mol=675.9
N -2.00332 -0.39836 -0.17310 -1.264 -8.287 1.580
H 3.45871 -1.21021 -0.09727 -3.020 3.280 1.140
H -3.78374 -0.22188 0.74807 -0.092 0.084 0.698
C 1.20946 0.15564 -0.04590 -0.418 -3.236 -3.638
N -2.03030 0.82186 -0.23275 2.281 9.135 -1.447
N 0.72743 -1.00382 -0.83163 -1.524 -1.570 -2.210
C 0.48854 1.41665 -0.06886 1.216 -3.597 0.720
H -1.11239 2.71441 -0.41722 -0.404 -1.729 -0.093
C -3.00266 -0.93047 0.50349 0.372 0.947 -1.702
H 2.56666 -0.60903 1.72776 0.276 0.704 -4.150
H 1.21446 -2.02073 -1.10369 -0.815 4.232 1.922
C 2.68603 -0.28019 0.40927 -0.670 -1.079 3.851
H 3.11109 0.70167 0.54854 1.245 -0.034 -0.275
C -0.92581 1.59175 -0.33958 -1.412 0.187 0.843
H 0.91363 2.31561 0.36521 0.471 -0.341 -0.092
H -0.20571 -1.06732 -1.47861 2.780 1.221 2.829
H -3.31209 -1.97556 0.48628 0.979 0.082 0.024

***

(4)
61
Properties=species:S:1:pos:R:3:forces:R:3 method="wB97M-V/def2-TZVPD" energy_ev=-53275.9519 homo_lumo_gap_ev=9.26 e_homo_ev=-8.8 total_charge=0 smiles="COc1ccc(Cn2nnc3c(=O)[nH]c(C4CCN(S(=O)(=O)c5ccc(C)cc5)CC4)nc32)cc1" e_lumo_ev=0.4 de_lowest_kj_mol=75.0
H 0.30502 4.14420 0.04178 0.074 0.081 0.091
O 1.26249 -3.71340 5.46663 0.113 -0.139 0.147
O 1.45997 0.85945 -2.32225 -0.257 -0.174 0.019
N -1.31378 0.80066 0.56683 -0.552 1.020 -0.229
C 0.62494 4.18747 -2.09069 -0.067 -0.058 -0.118
H 2.44025 -3.06300 -0.20748 0.079 -0.058 0.085
C -0.51906 -1.72503 3.12637 -0.062 -0.059 0.125
H 0.78702 0.57824 3.22980 0.032 0.034 0.025
C -2.25581 -0.22837 0.94572 -0.712 -0.206 0.024
N -0.49135 -2.35318 1.99551 -0.262 0.034 -0.382
C 0.42359 -2.90382 -0.90498 0.108 0.011 -0.050
C 2.74878 1.39032 -2.12812 0.200 0.037 -0.004
H -1.85582 -1.18420 0.60273 -0.109 0.216 -0.047
H -1.24771 2.51152 -4.34234 -0.065 -0.051 -0.098
C -0.10891 -0.84876 -2.03673 0.190 0.177 -0.046
H -1.49603 -2.43404 -1.73146 -0.155 -0.030 0.009
C 1.19008 -0.38112 -1.83474 -0.115 -0.141 -0.043
H -2.40317 1.81893 -2.24369 -0.118 -0.114 -0.120
N 0.07266 -2.21036 4.25318 -0.025 0.159 0.173
C 0.01900 -4.25268 -0.36767 -0.117 0.008 -0.458
H -0.80544 -0.20950 -2.55254 -0.114 0.087 -0.067
H 1.67077 4.85803 -4.39460 0.060 0.047 -0.035
C 0.82462 -4.10533 3.12849 -0.641 0.562 -1.102
C 1.71754 -2.44180 -0.71761 -0.217 -0.101 -0.068
H 2.98548 1.49154 -1.06422 0.001 -0.005 -0.012
C -0.18985 0.71181 2.76014 0.034 -0.039 -0.071
H 0.17003 4.58114 -5.28615 0.006 0.046 -0.087
H -3.14357 -1.09433 2.70789 -0.076 0.019 0.028
C -1.08701 2.92969 -1.00563 -0.147 -0.050 0.551
C 2.10447 -1.19239 -1.17025 0.150 0.261 -0.084
H 3.11831 -0.86761 -0.99867 0.091 0.070 -0.011
S -1.91297 2.36828 0.47299 0.294 -0.229 -0.262
C -0.04167 0.68167 1.23839 0.581 0.154 0.265
O -3.32212 2.28008 0.22031 0.004 -0.205 -0.199
H -1.38522 -0.19915 4.30038 0.031 -0.028 -0.087
H 1.46464 4.86572 -2.03509 0.071 0.066 -0.005
C 0.19146 3.72734 -3.32790 0.021 0.073 0.107
N 0.40678 -4.38140 1.01169 -0.230 0.602 0.845
C 0.79369 -3.42210 4.39576 0.037 0.002 0.002
H 1.31728 3.26524 -5.07815 0.070 -0.031 -0.085
N 1.38817 -5.26200 2.70393 0.378 -0.240 0.821
H -2.97286 0.67095 2.74909 -0.061 -0.031 0.077
H -1.06429 -4.38385 -0.45402 0.127 -0.042 -0.028
C -1.17016 -0.37561 3.23968 -0.051 0.160 0.131
C -2.48537 -0.26158 2.45644 0.154 -0.204 -0.118
H -0.58728 1.68741 3.04274 0.097 -0.085 0.100
H 3.51413 0.77706 -2.61483 -0.025 0.010 0.036
H 0.58105 1.51383 0.90516 0.228 -0.114 0.036
H 0.41370 -0.25970 0.91687 0.007 0.161 -0.084
C -0.01046 3.78801 -0.92664 -0.006 0.025 0.229
O -1.47407 3.17407 1.58337 0.230 -0.033 -0.242
C 0.88151 4.13730 -4.59202 -0.014 -0.020 0.004
H 0.01401 -1.66742 5.10776 0.004 -0.106 -0.137
C -0.90232 2.86689 -3.38263 -0.067 0.011 0.184
N 1.14053 -5.40844 1.46737 0.285 -0.881 -0.850
C -0.48518 -2.08996 -1.57083 0.182 -0.080 -0.003
H 2.73076 2.37704 -2.58645 0.059 -0.044 0.045
C 0.18211 -3.52372 2.02562 0.504 -0.350 1.092
H 0.52054 -5.06551 -0.90177 -0.129 0.055 0.117
C -1.54294 2.46891 -2.22578 -0.093 -0.012 -0.186
H -3.19098 -0.00342 0.43332 -0.016 -0.227 0.050

***

(5)
18
Properties=species:S:1:pos:R:3:forces:R:3 method="wB97M-V/def2-TZVPD" energy_ev=-12478.5543 homo_lumo_gap_ev=10.98 e_homo_ev=-10.7 total_charge=0 smiles=O.O.O.O.O.O e_lumo_ev=0.3 de_lowest_kj_mol=246.9
O 1.95932 3.29808 -0.64528 1.519 -0.147 1.057
O 4.03410 -2.50832 -0.49716 1.487 -1.949 2.203
H 2.12426 0.32069 0.43768 0.622 0.037 -0.990
H 2.65194 3.04380 0.03026 -1.267 0.378 -1.042
H -0.42929 0.08207 -0.83116 0.825 -1.763 1.189
H 3.33752 -1.89293 -0.64710 -1.006 0.480 0.379
H 4.04186 -2.89945 0.45276 -0.510 1.442 -2.621
H -3.61617 0.77411 1.09990 -0.069 0.517 -0.692
H 1.75402 -0.78419 1.46532 0.310 1.063 -0.156
H 2.34690 4.09503 -1.03919 -0.249 -0.253 0.020
O -3.30690 -0.07241 1.40508 -1.413 -0.342 3.105
O 1.64080 0.16496 1.23123 -0.260 -1.008 1.726
O -0.11733 -0.81417 -0.49590 -1.372 0.739 -2.313
H -4.05051 -1.43523 -1.44086 0.515 -0.076 -0.521
O -4.51094 -0.63290 -1.22074 -0.665 2.104 -0.695
H 0.36465 -0.71593 0.31209 -0.098 0.962 0.521
H -4.38402 0.09180 -1.90324 0.072 -1.952 1.057
H -3.84023 -0.11501 2.28631 1.559 -0.230 -2.227

***

(6)
20
Properties=species:S:1:pos:R:3:forces:R:3 method="wB97M-V/def2-TZVPD" energy_ev=-10516.0732 homo_lumo_gap_ev="2.50 / 7.16" e_homo_ev="-3.1 / -7.7" spin_multiplicity=2 total_charge=0 e_lumo_ev="-0.6 / -0.6" de_lowest_kj_mol=243.9
H -2.03539 1.05593 1.96880 0.547 0.547 0.896
H -0.50951 3.06369 0.09442 -0.050 -0.106 0.233
O -1.09755 1.26655 2.28222 -1.786 1.050 -1.173
C 0.97470 1.80979 -0.83482 1.758 -1.058 -1.249
H 2.18538 -1.99751 -0.95555 0.253 -0.574 0.173
H 2.49606 0.45766 -1.51267 0.015 0.166 -0.076
C -0.13762 -1.20467 1.89655 0.340 -0.336 0.758
C 0.21421 -0.19761 0.86306 -0.635 0.649 1.727
H 3.17940 -1.44117 0.39725 -0.124 -0.011 0.079
H 0.80045 -1.33570 2.47672 -0.698 -0.491 0.033
H -0.49556 -2.17418 1.49398 0.332 0.507 0.184
H -1.11627 2.20678 2.64779 0.324 -1.284 -1.034
H -0.89583 -0.79302 2.57102 0.209 -0.641 -0.039
H 1.33036 2.53374 -1.54811 -0.312 0.477 -0.004
C 1.66237 0.61227 -0.83783 -0.361 1.870 -0.704
H 1.67378 -2.35215 0.73961 0.401 -0.257 -0.295
C 2.14582 -1.62623 0.07367 -0.351 -0.285 -0.282
C 1.30944 -0.40250 0.01731 -0.053 -1.069 0.134
C -0.05830 2.07828 0.07492 -1.276 2.306 0.500
C -0.32802 1.05741 0.96067 1.468 -1.459 0.138